This record from the OMol25 dataset describes one molecule with the formula C3H5NO2 in a non-equilibrium geometry. The level of theory is the ωB97M-V functional and the def2-TZVPD basis.

Bonds (Å) are listed after each position.
Cartesian coordinates (Å):
1 H 2.14 1.36 0.10  N2 1.014
2 N 1.22 0.95 0.07  H1 1.014, C3 1.259
3 C 1.26 -0.02 -0.74  N2 1.259, O4 1.348, H8 1.079
4 O 0.18 -0.76 -1.03  C3 1.348, C5 1.438
5 C -0.73 -0.82 0.08  O4 1.438, C6 1.521, H9 1.098, H10 1.094
6 C -1.36 0.52 0.43  C5 1.521, O7 1.206, H11 1.107
7 O -1.85 0.73 1.52  C6 1.206
8 H 2.27 -0.41 -0.74  C3 1.079
9 H -0.21 -1.21 0.97  C5 1.098
10 H -1.52 -1.52 -0.21  C5 1.094
11 H -1.39 1.25 -0.40  C6 1.107

Properties
LUMO level = 0.83 eV
relative energy (zero: lowest compared OMol25 entry of this formula, charge and spin) = 54.14 kcal per mole
SMILES = [H]/N=C/OCC=O

Want to see where the charge sits? The Mulliken charges in e are: atom 1 (H): 0.25, atom 2 (N): -0.54, atom 3 (C): 0.03, atom 4 (O): -0.35, atom 5 (C): -0.34, atom 6 (C): 0.13, atom 7 (O): -0.49, atom 8 (H): 0.38, atom 9 (H): 0.29, atom 10 (H): 0.30, atom 11 (H): 0.33

---

This record from the OMol25 dataset describes a 11-piece molecular cluster, C33H49F7N4O25 overall in a non-equilibrium geometry. The level of theory is the ωB97M-V functional and the def2-TZVPD basis.

Bonds (Å) are listed after each position.
Cartesian coordinates (Å):
1 O 3.67 -2.04 2.74  C2 1.208
2 C 3.38 -2.94 1.99  O1 1.208, O3 1.355, O7 1.347
3 O 4.15 -3.52 1.04  C2 1.355, C4 1.441
4 C 3.43 -4.64 0.49  O3 1.441, C5 1.563, H8 1.069, H9 1.097
5 C 2.08 -4.74 1.27  C4 1.563, F6 1.352, O7 1.440, H10 1.124
6 F 2.15 -5.86 2.03  C5 1.352
7 O 2.22 -3.61 2.15  C2 1.347, C5 1.440
8 H 3.27 -4.34 -0.53  C4 1.069
9 H 4.03 -5.54 0.66  C4 1.097
10 H 1.12 -4.60 0.71  C5 1.124
11 O -1.44 2.74 1.98  C12 1.206
12 C -2.49 3.32 2.02  O11 1.206, O13 1.369, O17 1.354
13 O -3.58 2.93 1.29  C12 1.369, C14 1.456
14 C -4.59 3.98 1.23  O13 1.456, C15 1.542, H18 1.066, H19 1.089
15 C -4.20 4.82 2.47  C14 1.542, F16 1.355, O17 1.446, H20 1.080
16 F -4.98 4.43 3.51  C15 1.355
17 O -2.84 4.42 2.73  C12 1.354, C15 1.446
18 H -4.48 4.45 0.28  C14 1.066
19 H -5.60 3.59 1.38  C14 1.089
20 H -4.19 5.89 2.33  C15 1.080
21 O -3.73 3.91 -1.86  C22 1.200
22 C -3.18 4.08 -2.91  O21 1.200, O23 1.353, O27 1.356
23 O -2.29 3.20 -3.42  C22 1.353, C24 1.420
24 C -1.71 3.58 -4.65  O23 1.420, C25 1.585, H28 1.090, H29 1.067
25 C -2.50 4.92 -4.94  C24 1.585, F26 1.387, O27 1.429, H30 1.094
26 F -3.32 4.79 -6.05  C25 1.387
27 O -3.22 5.16 -3.73  C22 1.356, C25 1.429
28 H -0.63 3.64 -4.53  C24 1.090
29 H -2.12 2.92 -5.38  C24 1.067
30 H -1.91 5.84 -5.08  C25 1.094
31 O 3.59 1.93 -1.33  C32 1.222
32 C 2.97 2.94 -1.03  O31 1.222, O33 1.292, O37 1.354
33 O 1.85 2.94 -0.38  C32 1.292, C34 1.443
34 C 1.32 4.28 -0.25  O33 1.443, C35 1.548, H38 1.071, H39 1.084
35 C 2.47 5.17 -0.78  C34 1.548, F36 1.377, O37 1.425, H40 1.081
36 F 3.14 5.64 0.33  C35 1.377
37 O 3.36 4.20 -1.33  C32 1.354, C35 1.425
38 H 0.42 4.36 -0.82  C34 1.071
39 H 1.12 4.47 0.80  C34 1.084
40 H 2.23 5.92 -1.51  C35 1.081
41 O 1.88 3.71 -4.92  C42 1.193
42 C 1.93 2.56 -4.63  O41 1.193, O43 1.300, O47 1.407
43 O 2.07 2.07 -3.43  C42 1.300, C44 1.449
44 C 2.04 0.62 -3.51  O43 1.449, C45 1.523, H48 1.069, H49 1.092
45 C 1.46 0.32 -4.88  C44 1.523, F46 1.446, O47 1.406, H50 1.093
46 F 0.01 0.35 -4.89  C45 1.446
47 O 1.82 1.50 -5.55  C42 1.407, C45 1.406
48 H 3.07 0.38 -3.40  C44 1.069
49 H 1.47 0.11 -2.73  C44 1.092
50 H 1.87 -0.57 -5.36  C45 1.093
51 O -7.72 1.70 1.34  C52 1.208
52 C -6.87 0.95 0.94  O51 1.208, O53 1.348, O57 1.407
53 O -5.68 1.26 0.38  C52 1.348, C54 1.444
54 C -4.92 0.08 0.02  O53 1.444, C55 1.489, H58 1.057, H59 1.107
55 C -5.65 -0.95 0.81  C54 1.489, F56 1.363, O57 1.379, H60 1.084
56 F -5.09 -0.98 2.05  C55 1.363
57 O -6.94 -0.46 0.95  C52 1.407, C55 1.379
58 H -4.98 -0.06 -1.02  C54 1.057
59 H -3.91 0.24 0.46  C54 1.107
60 H -5.69 -1.94 0.39  C55 1.084
61 O -2.34 -1.96 0.74  C62 1.173
62 C -2.26 -2.38 1.83  O61 1.173, O63 1.331, O67 1.345
63 O -3.22 -3.05 2.47  C62 1.331, C64 1.432
64 C -2.73 -3.44 3.76  O63 1.432, C65 1.483, H68 1.103, H69 1.107
65 C -1.29 -3.10 3.74  C64 1.483, F66 1.406, O67 1.353, H70 1.092
66 F -0.51 -4.25 3.48  C65 1.406
67 O -1.17 -2.35 2.62  C62 1.345, C65 1.353
68 H -3.24 -2.95 4.61  C64 1.103
69 H -2.86 -4.54 3.73  C64 1.107
70 H -0.90 -2.60 4.63  C65 1.092
71 C 0.90 -0.15 8.82  N72 1.435, H76 1.091, H77 1.145, H78 1.059
72 N 1.80 0.03 7.71  C71 1.435, C73 1.361, H79 0.977
73 C 1.58 -0.63 6.54  N72 1.361, C74 1.563, O75 1.238
74 C 2.30 0.06 5.34  C73 1.563, H80 1.071, H81 1.058, H82 1.055
75 O 0.74 -1.54 6.53  C73 1.238
76 H 0.89 0.73 9.47  C71 1.091
77 H 1.44 -0.91 9.48  C71 1.145
78 H -0.02 -0.55 8.50  C71 1.059
79 H 2.45 0.75 7.77  N72 0.977
80 H 2.82 0.96 5.57  C74 1.071
81 H 1.71 0.26 4.48  C74 1.058
82 H 3.03 -0.63 4.99  C74 1.055
83 C -0.85 -2.54 -4.79  N84 1.457, H88 1.140, H89 1.080, H90 1.079
84 N -0.34 -3.01 -3.51  C83 1.457, C85 1.358, H91 0.998
85 C -1.03 -3.96 -2.82  N84 1.358, C86 1.480, O87 1.205
86 C -0.40 -4.36 -1.54  C85 1.480, H92 1.084, H93 1.073, H94 1.125
87 O -2.02 -4.49 -3.26  C85 1.205
88 H -1.80 -1.93 -4.74  C83 1.140
89 H -1.02 -3.37 -5.46  C83 1.080
90 H -0.11 -1.88 -5.23  C83 1.079
91 H 0.43 -2.56 -3.05  N84 0.998
92 H -0.42 -5.41 -1.29  C86 1.084
93 H -0.87 -3.73 -0.81  C86 1.073
94 H 0.70 -4.12 -1.61  C86 1.125
95 C 5.06 -1.10 -0.94  N96 1.480, H100 1.053, H101 1.110, H102 1.080
96 N 3.91 -1.57 -1.74  C95 1.480, C97 1.347, H103 1.010
97 C 3.95 -2.10 -2.98  N96 1.347, C98 1.497, O99 1.246
98 C 5.24 -2.53 -3.61  C97 1.497, H104 1.118, H105 1.102, H106 1.069
99 O 2.92 -2.30 -3.64  C97 1.246
100 H 4.62 -0.50 -0.21  C95 1.053
101 H 5.77 -0.55 -1.59  C95 1.110
102 H 5.52 -1.91 -0.39  C95 1.080
103 H 2.99 -1.27 -1.42  N96 1.010
104 H 6.15 -2.21 -3.05  C98 1.118
105 H 5.28 -2.09 -4.62  C98 1.102
106 H 5.16 -3.59 -3.65  C98 1.069
107 C 1.25 0.30 1.86  N108 1.413, H112 1.070, H113 1.096, H114 1.103
108 N 0.30 0.45 0.82  C107 1.413, C109 1.316, H115 1.038
109 C 0.28 -0.21 -0.32  N108 1.316, C110 1.532, O111 1.266
110 C -0.82 0.13 -1.33  C109 1.532, H116 1.072, H117 1.109, H118 1.069
111 O 1.20 -1.03 -0.57  C109 1.266
112 H 1.15 1.05 2.63  C107 1.070
113 H 2.26 0.38 1.47  C107 1.096
114 H 1.12 -0.69 2.33  C107 1.103
115 H -0.48 1.10 1.04  N108 1.038
116 H -1.61 -0.57 -1.10  C110 1.072
117 H -0.46 -0.21 -2.32  C110 1.109
118 H -1.26 1.10 -1.31  C110 1.069

Properties
LUMO level = -0.01 eV
SMILES = O=C1OC[C@@H](F)O1.O=C1OC[C@@H](F)O1.O=C1OC[C@@H](F)O1.O=C1OC[C@@H](F)O1.O=C1OC[C@@H](F)O1.O=C1OC[C@@H](F)O1.O=C1OC[C@@H](F)O1.CNC(C)=O.CNC(C)=O.CNC(C)=O.CNC(C)=O

Results of the Mulliken charge analysis, in e, for atoms 1 through 99: atom 1 (O): -0.54, atom 2 (C): 0.70, atom 3 (O): -0.33, atom 4 (C): -0.32, atom 5 (C): 0.91, atom 6 (F): -0.35, atom 7 (O): -0.20, atom 8 (H): 0.09, atom 9 (H): 0.35, atom 10 (H): -0.25, atom 11 (O): -0.53, atom 12 (C): 0.30, atom 13 (O): 0.06, atom 14 (C): -0.19, atom 15 (C): 0.19, atom 16 (F): -0.29, atom 17 (O): -0.39, atom 18 (H): 0.21, atom 19 (H): 0.17, atom 20 (H): 0.36, atom 21 (O): -0.54, atom 22 (C): 0.56, atom 23 (O): -0.19, atom 24 (C): 0.12, atom 25 (C): 0.29, atom 26 (F): -0.30, atom 27 (O): -0.37, atom 28 (H): -0.20, atom 29 (H): 0.26, atom 30 (H): 0.28, atom 31 (O): -0.52, atom 32 (C): 0.40, atom 33 (O): 0.01, atom 34 (C): -0.31, atom 35 (C): 0.30, atom 36 (F): -0.32, atom 37 (O): -0.37, atom 38 (H): 0.13, atom 39 (H): 0.30, atom 40 (H): 0.35, atom 41 (O): -0.59, atom 42 (C): 0.32, atom 43 (O): 0.02, atom 44 (C): 0.72, atom 45 (C): 0.34, atom 46 (F): -0.30, atom 47 (O): -0.42, atom 48 (H): 0.06, atom 49 (H): -0.83, atom 50 (H): 0.34, atom 51 (O): -0.55, atom 52 (C): 0.54, atom 53 (O): -0.20, atom 54 (C): 0.16, atom 55 (C): 0.33, atom 56 (F): -0.33, atom 57 (O): -0.41, atom 58 (H): 0.26, atom 59 (H): -0.15, atom 60 (H): 0.35, atom 61 (O): -0.34, atom 62 (C): 0.22, atom 63 (O): -0.33, atom 64 (C): -0.46, atom 65 (C): 0.52, atom 66 (F): -0.35, atom 67 (O): -0.03, atom 68 (H): 0.27, atom 69 (H): 0.28, atom 70 (H): 0.12, atom 71 (C): -0.91, atom 72 (N): -0.16, atom 73 (C): 0.59, atom 74 (C): -0.40, atom 75 (O): -0.67, atom 76 (H): 0.31, atom 77 (H): 0.27, atom 78 (H): 0.32, atom 79 (H): 0.23, atom 80 (H): 0.36, atom 81 (H): -0.21, atom 82 (H): 0.28, atom 83 (C): -0.99, atom 84 (N): 0.19, atom 85 (C): 0.37, atom 86 (C): -0.23, atom 87 (O): -0.69, atom 88 (H): 0.21, atom 89 (H): 0.41, atom 90 (H): 0.25, atom 91 (H): -0.08, atom 92 (H): 0.53, atom 93 (H): -0.17, atom 94 (H): 0.06, atom 95 (C): -1.21, atom 96 (N): 0.78, atom 97 (C): 0.66, atom 98 (C): -1.40, atom 99 (O): -0.59